# C6H10O

C6H10O in the gas phase (ωB97M-V/def2-TZVPD, OMol25).

```
17
Properties=species:S:1:pos:R:3:nbo_charge:R:1
C 1.96952 0.57618 -0.11417 -0.6081
C 0.90362 -0.50665 -0.27279 -0.2072
C 0.06118 -0.77773 1.01276 -0.4101
C -1.18635 -0.31600 0.28049 0.2395
O -2.41562 -0.93268 0.46628 -0.6931
C -1.07879 0.99540 -0.42172 -0.4523
C -0.41153 -0.21336 -1.01342 -0.2483
H 2.74463 0.21622 0.57387 0.2107
H 1.56555 1.49468 0.32610 0.1989
H 2.45988 0.85111 -1.05400 0.2114
H 1.37685 -1.41136 -0.66731 0.2090
H 0.35126 -0.27095 1.93997 0.1942
H -0.01538 -1.85368 1.19355 0.2200
H -3.07729 -0.24053 0.57976 0.4755
H -1.98251 1.31774 -0.93521 0.2246
H -0.48807 1.80864 -0.00685 0.2115
H -0.77694 -0.73703 -1.88733 0.2240
```

Calculated values
HOMO level: -0.328 hartree
HOMO-LUMO gap: 0.36430 Ha
total charge: 0
LUMO energy: 1.00 eV
SMILES: C[C@H]1C[C@@]2(O)C[C@@H]12
energy relative to the best compared isomer or geometry (same formula, charge and spin): 1.4548 eV
spin multiplicity: 1